Entry 1:
The following is a quantum chemistry calculation of C21H28Cl3O4W as an isolated structure at a distorted geometry, from the Open Molecules 2025 dataset.

Geometry as ORCA input:
```
! RIJCOSX wB97M-V def2-TZVPD def2/J DEFGRID3
* xyz 1 3
O -0.6288 -0.4467 -2.9663
C -0.5146 0.8750 -3.6217
C -0.2209 0.3799 -5.0293
H 0.3230 1.4783 -3.2204
H -1.4539 1.4531 -3.5686
C -0.2710 -0.9847 -4.2952
H 0.7434 0.6611 -5.4535
H -1.0452 0.5838 -5.7248
C 1.0506 -1.7364 -4.2510
H 1.8244 -1.1657 -3.7190
H 1.3917 -1.9891 -5.2718
H 0.8976 -2.6793 -3.7042
C -1.3791 -1.7908 -4.9334
H -2.2890 -1.1853 -4.8978
H -1.5105 -2.7513 -4.4253
H -1.1123 -1.9777 -5.9863
W -0.9119 -1.3133 1.8925
C -2.4537 -1.3108 3.6773
C -1.8485 -0.0001 3.4809
C -2.4395 0.5662 2.2990
H -1.1816 0.5309 4.1633
C -3.3879 -0.3773 1.7707
C -3.3711 -1.5462 2.5936
H -4.0322 -2.4116 2.5332
H -2.3410 -1.9384 4.5658
H -2.2608 1.5886 1.9851
H -4.0811 -0.1943 0.9620
C 0.2409 -1.9978 3.7336
C -0.0768 -3.1309 2.9141
C 0.4577 -2.8948 1.5882
H -0.5207 -4.0749 3.2512
C 1.1523 -1.6118 1.6290
C 0.9709 -1.0489 2.9469
H 1.3791 -0.0926 3.2929
H 0.1073 -1.9350 4.8242
H 0.4490 -3.5860 0.7467
H 1.8761 -1.2621 0.9081
O 2.3540 1.2025 -1.7462
C 1.6213 0.2273 -0.9793
C 0.2388 0.7868 -0.6012
H 2.1646 0.0819 -0.0252
H 1.6848 -0.7258 -1.5455
C 0.5647 2.2875 -0.5603
H -0.1356 0.4273 0.3857
H -0.5352 0.6083 -1.3462
C 1.8320 2.5101 -1.3964
H 0.7471 2.5770 0.4859
H -0.3095 2.8482 -0.8985
H 2.6702 2.9908 -0.8442
H 1.6441 3.0891 -2.3354
Cl 3.2467 1.7505 4.4705
C 2.2545 3.1519 3.9472
Cl 2.0903 4.3268 5.2626
Cl 2.9918 3.9075 2.5308
C 0.7592 2.5607 3.5644
O 0.1721 2.1568 4.5805
O 0.4124 2.5517 2.3610
*
```

Properties
highest occupied orbital energy (alpha / beta): -0.412 / -0.412 Eh
frontier orbital gap (alpha / beta): 0.18244 / 0.16830 Ha
LUMO level (alpha / beta): -6.3 / -6.6 eV
⟨S²⟩: 2.02

natural (NBO) population analysis, charges in e, atoms 1 to 8: number 1, O, carries -0.5913; number 2, C, carries -0.0816; number 3, C, carries -0.4691; number 4, H, carries 0.1954; number 5, H, carries 0.1861; number 6, C, carries 0.2787; number 7, H, carries 0.2241; number 8, H, carries 0.2169

Entry 2:
The following is a quantum chemistry calculation of C21H38AsN8O4Ta as an isolated structure at a distorted geometry, from the Open Molecules 2025 dataset.

Geometry as ORCA input:
```
! RIJCOSX wB97M-V def2-TZVPD def2/J DEFGRID3
* xyz 4 1
Ta 0.1859 0.3903 -0.0519
C -0.8525 -4.0930 1.0776
N -0.0382 -3.3931 2.0503
C 0.2795 -4.0299 3.3463
C 0.7572 -2.7838 4.1435
N 0.5042 -1.6093 3.2773
C 1.0526 -0.3263 3.6174
C 0.1777 -2.0855 2.0987
N 0.2529 -1.3051 0.9523
C 1.2027 -1.8844 -0.1675
C 0.7229 -1.8022 -1.6173
N 0.2413 -0.4011 -1.8623
C -0.2311 -0.1903 -3.1718
N 0.5080 0.2932 -4.1644
C 1.8617 0.7354 -4.0007
C -0.2634 0.5324 -5.3512
C -1.6458 -0.0461 -4.9931
N -1.4417 -0.5099 -3.5761
C -2.5184 -1.2139 -2.8830
H -0.9461 -5.1421 1.4283
H -0.2961 -4.0830 0.1520
H -1.8618 -3.6767 0.9834
H 1.0288 -4.8309 3.2269
H -0.6090 -4.4093 3.8779
H 1.8164 -2.7368 4.4044
H 0.2158 -2.6608 5.0379
H 0.6917 0.4024 2.9115
H 2.1297 -0.2426 3.5163
H 0.8098 -0.0099 4.6164
H 1.3381 -2.9549 -0.0019
H 2.1676 -1.4473 0.0193
H -0.0516 -2.4593 -1.9417
H 1.5986 -1.9152 -2.2942
H 2.0226 1.7410 -3.7866
H 2.4732 0.3345 -4.8828
H 2.3034 0.3311 -3.1312
H 0.1384 -0.0655 -6.1347
H -0.1998 1.6004 -5.6186
H -1.8903 -0.9592 -5.5829
H -2.4284 0.6942 -5.0390
H -3.4332 -0.6593 -3.0244
H -2.2563 -1.1387 -1.8333
H -2.6377 -2.2673 -3.2688
C -2.8315 -0.5674 2.5739
C -2.5418 0.7186 1.9510
N -1.6830 1.0585 0.9608
C -2.0685 2.3244 0.4999
C -3.0921 2.8182 1.2408
N -3.3487 1.7672 2.1241
C -4.1040 3.9955 1.1204
O -3.8196 5.0246 0.3882
O -5.0941 3.8211 1.7264
C -1.2163 3.0105 -0.4862
O -1.2975 4.0873 -1.0221
O -0.1889 2.1615 -0.7133
H -2.7927 -1.3887 1.8761
H -3.8469 -0.5215 3.0197
H -2.1859 -0.8370 3.3722
H -4.1616 1.8577 2.7837
H -2.9561 4.9850 -0.0935
C 3.2042 2.4691 -1.1930
As 2.6857 1.5590 0.4345
C 2.6771 2.9677 1.7437
C 4.2398 0.4900 0.8548
H 3.6247 3.4520 -0.9027
H 2.3987 2.6750 -1.8640
H 4.0421 1.8900 -1.7041
H 3.6492 3.4988 1.8110
H 2.4649 2.4804 2.7009
H 1.8777 3.6293 1.4959
H 4.0589 -0.1769 1.6896
H 4.9652 1.1888 1.2343
H 4.4614 -0.1610 0.0186
*
```

Properties
highest occupied orbital energy: -0.748 Eh
frontier orbital gap: 0.26686 Ha
LUMO level: -13.1 eV

Mulliken population analysis, charges in e, atoms 1 to 8: number 1, Ta, carries 0.1203; number 2, C, carries -0.7529; number 3, N, carries 0.0633; number 4, C, carries -0.5485; number 5, C, carries -0.6058; number 6, N, carries 0.2078; number 7, C, carries -0.6447; number 8, C, carries -0.3167

Entry 3:
The following is a quantum chemistry calculation of one molecule with the formula C5H9N at a distorted geometry, from the Open Molecules 2025 dataset.

Geometry as ORCA input:
```
! RIJCOSX wB97M-V def2-TZVPD def2/J DEFGRID3
* xyz 0 1
C 1.1381 -0.7032 1.6579
C 0.3921 -0.6901 0.5633
N 1.3167 -0.5371 -0.5386
C -1.0159 -0.7763 0.3085
C -1.6568 0.2174 -0.4289
C -0.7930 1.2349 -1.1379
H 2.0348 -0.0855 1.8324
H 1.2157 -1.3174 2.5971
H 2.1419 -0.0548 -0.2925
H 1.4472 -1.3378 -1.2023
H -1.6773 -1.2716 1.1708
H -2.6825 0.5759 -0.4805
H -1.0408 2.1582 -0.6388
H -1.0818 1.4142 -2.1873
H 0.2616 1.1732 -1.2233
*
```

Properties
highest occupied orbital energy: -0.266 Eh
frontier orbital gap: 0.29819 Ha
LUMO level: 0.9 eV
structure (SMILES): C=C(N)/C=C\C

natural (NBO) population analysis, charges in e, atoms 1 to 8: number 1, C, carries -0.4558; number 2, C, carries 0.1330; number 3, N, carries -0.8906; number 4, C, carries -0.2739; number 5, C, carries -0.1116; number 6, C, carries -0.6802; number 7, H, carries 0.1892; number 8, H, carries 0.2118

Entry 4:
The following is a quantum chemistry calculation of C25H19N6O4RuSSe as an isolated structure, from the Open Molecules 2025 dataset.

Geometry as ORCA input:
```
! RIJCOSX wB97M-V def2-TZVPD def2/J DEFGRID3
* xyz 1 5
Ru 1.1174 0.1556 0.7882
N 4.2373 -2.4451 -0.6589
C 3.3645 -1.4582 -0.4321
S 3.3659 -0.6696 1.1413
N 2.5592 -1.1031 -1.3918
N 1.6915 -0.1309 -1.0502
C 1.0856 0.5563 -2.0019
C 1.3134 0.3008 -3.4317
C 0.2378 0.0574 -4.2866
C 0.4626 -0.2165 -5.6247
C 1.7552 -0.2304 -6.1269
C 2.8287 0.0312 -5.2856
C 2.6140 0.2863 -3.9441
C 0.2550 1.6657 -1.5341
C -0.3920 2.5488 -2.3893
C -1.0525 3.6447 -1.8551
C -1.0469 3.8401 -0.4847
C -0.3854 2.9175 0.3094
N 0.2430 1.8649 -0.1990
H 4.9695 -2.6472 -0.0039
H 4.2881 -2.8267 -1.5898
H -0.7706 0.0414 -3.8904
H -0.3744 -0.4228 -6.2782
H 1.9265 -0.4422 -7.1737
H 3.8371 0.0369 -5.6770
H 3.4476 0.5130 -3.2960
H -0.3503 2.3844 -3.4553
H -1.5558 4.3444 -2.5083
H -1.5318 4.6954 -0.0372
H -0.3527 3.0317 1.3847
O 0.2197 0.5146 2.5916
C -0.9898 0.6942 2.8378
C -2.0919 0.6498 1.9381
C -3.2922 1.2324 2.3838
C -4.3414 1.4029 1.5286
C -4.2643 0.9590 0.1932
C -3.1417 0.3265 -0.2495
C -2.0097 0.1188 0.5959
O -1.0050 -0.5301 0.1495
N -5.5440 2.0901 1.9914
O -6.4459 2.2372 1.1892
O -5.5662 2.4713 3.1469
H -1.2378 0.9648 3.8715
H -3.3824 1.5987 3.3993
H -5.1116 1.1288 -0.4561
H -3.0655 -0.0576 -1.2583
Se 0.5272 -2.5100 1.4473
C 1.0158 -2.9845 3.2332
C 2.3183 -2.9531 3.7174
C 2.5356 -3.3137 5.0411
N 1.5588 -3.6888 5.8547
C 0.3208 -3.7460 5.3867
C -0.0046 -3.4130 4.0790
H 3.1453 -2.6632 3.0927
H 3.5330 -3.2921 5.4644
H -0.4413 -4.0752 6.0835
H -1.0264 -3.4851 3.7296
*
```

Properties
highest occupied orbital energy (alpha / beta): -0.402 / -0.421 Eh
frontier orbital gap (alpha / beta): 0.25111 / 0.22323 Ha
LUMO level (alpha / beta): -4.1 / -5.4 eV
⟨S²⟩: 6.05

natural (NBO) population analysis, charges in e, atoms 1 to 8: number 1, Ru, carries 1.0354; number 2, N, carries -0.7638; number 3, C, carries 0.3052; number 4, S, carries -0.1219; number 5, N, carries -0.4105; number 6, N, carries -0.2321; number 7, C, carries 0.3684; number 8, C, carries -0.0787

Entry 5:
The following is a quantum chemistry calculation of C2H3BeFO2P as an isolated structure at a distorted geometry, from the Open Molecules 2025 dataset.

Geometry as ORCA input:
```
! RIJCOSX wB97M-V def2-TZVPD def2/J DEFGRID3
* xyz 0 2
P 2.8944 0.3905 0.7810
F 2.5419 -0.5401 -0.8422
O 0.1422 1.3163 -0.1373
C -1.0340 0.6415 0.0536
H -1.8192 0.8779 -0.6993
H -1.5145 0.8453 1.0379
C -0.8598 -0.8443 -0.0022
O 0.2676 -1.3321 -0.0161
Be 1.1231 0.1402 -0.3069
H -1.7417 -1.4952 0.1313
*
```

Properties
highest occupied orbital energy (alpha / beta): -0.292 / -0.281 Eh
frontier orbital gap (alpha / beta): 0.28279 / 0.25642 Ha
LUMO level (alpha / beta): -0.3 / -0.7 eV
⟨S²⟩: 0.75

natural (NBO) population analysis, charges in e, atoms 1 to 8: number 1, P, carries -0.0703; number 2, F, carries -0.6951; number 3, O, carries -0.9874; number 4, C, carries -0.1837; number 5, H, carries 0.1918; number 6, H, carries 0.2080; number 7, C, carries 0.4367; number 8, O, carries -0.6469

Entry 6:
The following is a quantum chemistry calculation of C23H43O5PtSSe2Si as an isolated structure at a distorted geometry, from the Open Molecules 2025 dataset.

Geometry as ORCA input:
```
! RIJCOSX wB97M-V def2-TZVPD def2/J DEFGRID3
* xyz 1 5
Pt 7.2086 10.6166 12.6984
C 4.6188 10.9354 11.0011
C 4.9474 12.1027 11.6631
C 5.5492 13.1432 10.9656
C 5.8556 13.0798 9.6510
C 5.6725 11.8543 9.0332
C 4.9445 10.8882 9.6521
H 4.1342 10.1268 11.5033
H 4.6643 12.3146 12.6719
H 5.7556 14.0472 11.5478
H 6.3770 13.9005 9.1648
H 6.0304 11.6599 8.0429
H 4.8959 9.8273 9.2397
O 7.2764 8.7311 16.1092
C 8.4882 9.4438 15.7906
C 8.3891 11.0056 16.1802
C 8.8104 11.0421 17.6121
O 7.8859 10.2358 18.3791
C 9.1730 11.9982 15.1611
Se 8.6219 12.3756 13.3583
C 6.9390 11.4237 16.1368
Se 5.7502 10.5864 14.8218
H 7.1593 9.0218 17.0204
H 8.6842 9.2875 14.7320
H 9.2919 8.9928 16.3477
H 8.6778 12.0532 17.9302
H 9.8075 10.6703 17.7308
H 7.9357 10.4928 19.3224
H 10.1790 11.6088 15.0790
H 9.2903 12.9654 15.6650
H 6.8249 12.4543 15.9169
H 6.3556 11.2628 17.0644
C 9.7577 11.5138 8.7689
C 10.6503 10.8297 9.7957
C 11.2720 11.7860 10.8000
C 11.7106 9.9752 9.1601
O 9.7522 9.9729 10.6341
Si 9.0047 8.5997 10.3685
S 7.4779 8.5943 11.9144
O 9.8259 7.2101 10.5430
C 10.6735 6.6668 11.6669
C 11.9863 6.2444 11.0533
C 9.8434 5.5046 12.2579
C 10.8492 7.7557 12.7606
O 8.1064 8.5953 9.0402
C 7.4821 7.5732 8.1902
C 6.3624 6.9632 8.9482
C 8.4769 6.5161 7.7200
C 6.9481 8.3035 6.9481
H 10.3819 12.2190 8.1879
H 8.8764 11.9196 9.2548
H 9.3813 10.6956 8.1115
H 12.0038 12.3806 10.2112
H 11.8088 11.2523 11.5850
H 10.5254 12.4470 11.3213
H 11.8942 10.4163 8.1319
H 11.3578 8.9588 8.9913
H 12.6861 9.8922 9.6844
H 11.9151 5.2596 10.5272
H 12.8985 6.2198 11.7341
H 12.3643 6.8523 10.2430
H 9.6177 4.7357 11.4747
H 8.9496 5.9773 12.6870
H 10.3759 4.9768 13.0288
H 11.4291 8.6811 12.5829
H 11.2296 7.3239 13.7157
H 9.8059 8.0413 12.9934
H 6.7853 6.4042 9.7568
H 5.7385 6.2986 8.3510
H 5.7433 7.7358 9.4102
H 8.9388 6.1018 8.6082
H 9.2119 6.9225 7.0625
H 7.8905 5.6294 7.3146
H 6.2284 9.0878 7.2753
H 6.4233 7.6041 6.2784
H 7.7786 8.7955 6.3683
*
```

Properties
highest occupied orbital energy (alpha / beta): -0.402 / -0.425 Eh
frontier orbital gap (alpha / beta): 0.32757 / 0.22789 Ha
LUMO level (alpha / beta): -2.0 / -5.4 eV
⟨S²⟩: 6.02

Mulliken population analysis, charges in e, atoms 1 to 8: number 1, Pt, carries 1.6243; number 2, C, carries -0.3238; number 3, C, carries -0.9077; number 4, C, carries -0.0464; number 5, C, carries -0.8721; number 6, C, carries -0.0146; number 7, C, carries -0.2434; number 8, H, carries 0.4931

Looking at relative energy (zero: lowest compared OMol25 entry of this formula, charge and spin) for the records above, in order, we have 43.1 15.7 93.3 6.4 0.0 42.8 kcal/mol.